No. 1
C20H24N2O5PdS | the ωB97M-V functional and the def2-TZVPD basis

Each line ends with the natural charge from an NBO analysis.
Geometry (Å):
Pd: -0.051 0.577 0.889  0.311
S: -0.184 0.010 -7.409  2.416
O: 2.992 -2.615 0.876  -0.659
O: 2.366 1.880 0.906  -0.677
O: -0.784 1.327 -7.585  -1.032
O: 1.207 -0.059 -7.844  -1.037
O: -1.020 -1.083 -7.894  -1.040
N: 2.301 -0.407 0.949  -0.712
N: 0.003 -0.690 -1.440  -0.860
C: -1.095 -1.049 -3.585  -0.312
C: -1.774 2.208 4.634  -0.603
C: -1.099 0.719 2.738  -0.127
C: -0.027 -0.556 -2.842  0.257
C: -2.056 0.658 1.676  -0.296
C: 3.220 -1.414 0.857  0.658
C: 0.953 0.263 -4.891  -0.158
C: 0.997 0.111 -3.513  -0.303
C: -2.418 -1.737 2.054  -0.087
C: 4.453 0.646 0.795  -0.520
C: -0.114 -0.230 -5.633  -0.367
C: -2.695 -0.582 1.373  -0.219
C: -3.058 -3.046 1.679  -0.613
C: -0.774 1.998 3.490  -0.218
C: -1.452 -1.686 3.091  -0.255
C: 4.644 -0.858 0.697  -0.521
C: -1.135 -0.887 -4.963  -0.165
C: -0.714 3.241 2.612  -0.609
C: 2.936 0.790 0.891  0.652
C: -0.819 -0.517 3.406  -0.189
H: 4.906 1.095 1.681  0.210
H: -1.789 1.354 5.315  0.203
H: -2.357 -3.699 1.150  0.208
H: -0.614 -1.406 -1.085  0.379
H: 1.763 0.760 -5.409  0.225
H: -2.782 2.322 4.225  0.197
H: 4.808 1.210 -0.068  0.217
H: 0.927 -0.843 -1.050  0.401
H: -1.538 3.108 5.209  0.187
H: -3.916 -2.887 1.023  0.201
H: -1.701 3.480 2.204  0.188
H: -1.958 -1.287 -5.541  0.226
H: -0.025 3.101 1.777  0.249
H: 5.283 -1.290 1.467  0.208
H: -1.896 -1.579 -3.078  0.192
H: -3.438 -0.594 0.580  0.194
H: 1.831 0.509 -2.945  0.204
H: -1.181 -2.597 3.615  0.192
H: -0.076 -0.506 4.199  0.197
H: -0.386 4.103 3.200  0.187
H: 0.220 1.850 3.928  0.201
H: 5.032 -1.185 -0.269  0.217
H: -3.402 -3.596 2.560  0.194
H: -2.512 1.567 1.298  0.207

Force components x, y, z for each atom (eV/Å):
Pd -0.322 -0.446 0.307
S -0.004 -0.026 0.032
O 0.006 0.013 0.010
O 0.127 0.002 0.014
O -0.025 0.051 -0.006
O 0.035 -0.010 -0.020
O -0.013 -0.026 -0.024
N 0.143 0.232 -0.266
N 0.200 -0.036 0.169
C -0.011 -0.013 -0.012
C -0.047 0.006 -0.010
C 0.054 -0.081 -0.099
C -0.032 0.040 0.078
C 0.199 0.060 -0.100
C -0.208 -0.048 0.005
C 0.006 0.000 -0.022
C 0.023 -0.012 -0.026
C 0.094 -0.017 0.074
C 0.043 -0.001 0.012
C 0.044 0.020 0.109
C -0.022 0.112 -0.035
C -0.036 -0.047 -0.014
C 0.066 0.024 0.017
C -0.054 -0.075 -0.085
C 0.052 0.028 0.025
C -0.042 -0.005 -0.064
C -0.025 0.059 -0.030
C -0.257 0.059 0.010
C 0.031 0.111 -0.017
H -0.002 -0.021 0.011
H 0.016 -0.013 -0.011
H 0.025 0.015 0.013
H -0.067 0.036 -0.037
H -0.016 0.004 -0.021
H 0.000 0.006 0.009
H 0.004 -0.025 -0.012
H 0.024 0.034 -0.050
H 0.016 0.001 0.006
H -0.002 -0.004 0.005
H 0.004 -0.009 -0.008
H 0.005 0.000 -0.001
H 0.033 -0.038 0.034
H 0.008 0.014 0.012
H -0.003 0.011 0.010
H 0.007 -0.011 -0.002
H -0.008 0.000 0.011
H -0.018 -0.009 -0.006
H -0.010 0.005 0.011
H -0.010 0.002 -0.004
H -0.001 0.009 -0.013
H -0.014 -0.006 0.009
H -0.008 0.018 0.008
H -0.004 0.006 -0.005

The spin multiplicity is 1. For the molar mass, the calculation gives 510.9 g mol⁻¹. Its total energy is -48665.502 eV. The HOMO-LUMO gap is 6.702 eV. The strongest force on any atom comes out at 0.63 eV/Å. The energy above the lowest of the compared OMol25 structures with the same formula, charge and spin comes out at 22.1 kJ/mol. Its charge is -2.

=====

No. 2
C20H24N4O2 | the ωB97M-V functional and the def2-TZVPD basis

Each line ends with the natural charge from an NBO analysis.
Geometry (Å):
O: -1.236 3.977 0.797  -0.606
O: 0.843 -2.798 0.701  -0.624
N: -0.857 -1.568 -0.104  -0.437
N: 0.346 1.411 0.052  -0.157
N: 0.282 2.837 2.042  -0.629
N: 1.258 0.822 -0.717  -0.289
C: 1.263 -3.010 -2.409  0.030
C: 0.940 2.125 1.036  0.300
C: -0.731 -4.866 -3.039  -0.226
C: -1.168 4.441 3.114  -0.328
C: -1.666 -1.049 -1.176  -0.218
C: -0.801 -4.141 -1.862  -0.182
C: 2.331 -2.027 -2.053  -0.660
C: -1.671 0.453 1.034  -0.410
C: -0.718 3.753 1.872  0.690
C: 2.440 1.143 -0.227  -0.037
C: -1.326 0.422 -1.456  -0.417
C: 0.182 -3.211 -1.548  -0.141
C: -1.172 3.753 4.456  -0.403
C: -1.005 -0.911 1.183  -0.225
C: -1.076 1.208 -0.161  -0.070
C: 0.113 -2.503 -0.229  0.684
C: 2.307 1.967 0.891  -0.355
C: 0.328 -4.659 -3.906  -0.203
C: -0.211 4.863 4.200  -0.402
C: 1.313 -3.740 -3.589  -0.205
H: -1.535 1.021 1.954  0.221
H: 1.905 -1.036 -1.901  0.248
H: 0.389 -5.218 -4.828  0.212
H: 3.336 0.780 -0.689  0.212
H: 3.079 2.390 1.499  0.224
H: -1.594 -1.549 1.855  0.199
H: -2.723 -1.146 -0.899  0.184
H: -2.147 0.875 -2.011  0.215
H: -2.743 0.346 0.871  0.211
H: 0.781 2.849 2.920  0.406
H: -1.621 -4.299 -1.175  0.213
H: 2.799 -2.323 -1.115  0.238
H: -1.990 5.112 2.900  0.246
H: 0.840 4.638 4.085  0.209
H: -0.005 -0.816 1.617  0.230
H: 3.090 -1.978 -2.829  0.209
H: 2.140 -3.588 -4.268  0.208
H: -1.496 -1.643 -2.075  0.237
H: -0.424 0.475 -2.064  0.251
H: -0.802 2.740 4.517  0.216
H: -0.389 5.817 4.671  0.230
H: -1.498 -5.588 -3.276  0.213
H: -2.013 3.940 5.106  0.228
H: -1.535 2.201 -0.228  0.263

Force components x, y, z for each atom (eV/Å):
O 0.051 0.106 0.044
O 0.241 -0.117 0.097
N -0.043 0.091 0.148
N 0.310 0.433 0.486
N 0.243 -0.229 0.251
N 0.245 -0.335 -0.522
C -0.112 -0.004 0.059
C 0.535 0.047 -0.228
C -0.072 -0.062 -0.021
C -0.237 0.194 -0.049
C -0.136 0.238 -0.425
C 0.087 0.071 0.035
C 0.117 0.025 0.035
C 0.169 -0.034 -0.168
C -0.135 0.180 0.044
C -0.221 0.074 0.224
C 0.002 -0.166 -0.005
C 0.153 -0.310 -0.157
C -0.058 -0.065 0.107
C 0.094 -0.032 0.407
C -0.885 0.040 -0.133
C -0.193 -0.024 -0.064
C -0.281 0.107 0.100
C -0.027 -0.051 -0.051
C 0.075 0.056 0.057
C -0.021 -0.001 0.009
H -0.065 -0.046 0.011
H 0.042 0.015 -0.019
H 0.006 -0.041 -0.072
H 0.172 -0.128 -0.125
H 0.126 0.154 0.138
H 0.122 0.071 0.020
H 0.045 -0.048 -0.097
H -0.024 0.057 0.012
H -0.050 0.065 -0.003
H -0.148 -0.043 -0.078
H -0.088 -0.003 0.061
H 0.083 0.040 0.057
H 0.071 -0.048 0.038
H 0.060 -0.081 -0.051
H -0.160 0.013 0.000
H 0.055 0.019 -0.055
H 0.085 0.033 -0.047
H -0.133 0.078 0.120
H -0.189 -0.005 -0.076
H 0.072 -0.050 -0.077
H -0.062 0.045 -0.008
H -0.057 -0.061 -0.017
H -0.054 0.070 -0.001
H 0.195 -0.339 -0.011

The spin multiplicity is 1. For the molar mass, the calculation gives 352.4 g mol⁻¹. Its total energy is -31184.934 eV. The HOMO-LUMO gap is 9.378 eV. The strongest force on any atom comes out at 0.90 eV/Å. The energy above the lowest of the compared OMol25 structures with the same formula, charge and spin comes out at 223.3 kJ/mol. As for the structure (SMILES): Cc1ccccc1C(=O)N1CCC(n2nccc2NC(=O)C2CC2)CC1.

=====

No. 3
C20H24N4O2S2 | the ωB97M-V functional and the def2-TZVPD basis

Each line ends with the natural charge from an NBO analysis.
Geometry (Å):
S: -1.644 3.105 -0.872  0.495
S: -2.825 -2.107 0.024  0.240
O: 5.876 0.213 2.288  -0.488
O: -4.940 1.196 -0.495  -0.617
N: -3.368 0.201 -1.780  -0.613
N: -1.630 0.196 0.833  -0.323
N: -0.245 -1.515 0.730  -0.372
N: -0.412 0.625 1.184  -0.271
C: -4.203 -0.946 0.203  -0.609
C: -4.188 0.275 -0.715  0.684
C: 6.571 1.400 1.985  -0.253
C: 3.815 1.138 1.361  -0.266
C: 0.253 -2.811 0.352  -0.205
C: 4.555 0.136 1.983  0.303
C: 0.465 -2.104 -2.052  -0.622
C: 0.425 -0.380 1.127  0.314
C: -1.526 -1.074 0.556  0.168
C: 2.581 -1.245 2.071  -0.169
C: 1.189 -2.731 -0.863  -0.227
C: 1.840 -0.253 1.428  -0.131
C: -1.729 1.938 -2.142  -0.205
C: 0.547 2.239 -1.875  -0.274
C: -3.044 1.373 -2.573  -0.264
C: -0.486 1.569 -2.564  -0.276
C: 2.474 0.941 1.095  -0.154
C: 0.068 3.098 -0.938  -0.408
C: 1.690 -4.131 -1.205  -0.603
C: 3.917 -1.054 2.341  -0.256
H: 2.110 -2.161 2.393  0.209
H: 1.593 2.085 -2.073  0.221
H: 0.772 -3.270 1.196  0.210
H: -3.848 2.093 -2.408  0.247
H: 7.592 1.238 2.326  0.203
H: 2.044 -2.101 -0.598  0.214
H: 6.577 1.598 0.908  0.177
H: -0.616 -3.430 0.108  0.218
H: -4.221 -0.593 1.234  0.266
H: 2.371 -4.090 -2.050  0.217
H: 0.159 -1.085 -1.823  0.223
H: -5.104 -1.531 0.010  0.254
H: 6.145 2.260 2.511  0.179
H: 4.496 -1.814 2.841  0.226
H: 4.271 2.075 1.084  0.215
H: -3.011 1.087 -3.629  0.209
H: 1.893 1.715 0.620  0.235
H: -2.716 -0.570 -1.832  0.401
H: 2.218 -4.568 -0.361  0.209
H: 0.619 3.735 -0.275  0.233
H: 0.856 -4.779 -1.466  0.203
H: -0.418 -2.687 -2.309  0.204
H: 1.122 -2.071 -2.917  0.216
H: -0.315 0.858 -3.353  0.217

Force components x, y, z for each atom (eV/Å):
S 0.340 -0.315 -0.417
S -0.254 -0.364 -0.051
O -0.221 -0.265 0.054
O -0.226 0.406 0.192
N 0.089 -0.141 -0.438
N -0.923 -0.483 -0.298
N -0.481 0.684 0.221
N 1.051 0.381 0.460
C 0.258 0.039 0.179
C 0.069 -0.523 -0.019
C 0.117 0.208 -0.060
C 0.376 0.072 0.104
C 0.544 -0.301 -0.252
C -0.169 -0.103 0.001
C 0.183 0.043 0.254
C -0.438 0.018 -0.055
C -0.012 0.024 0.126
C -0.012 0.165 -0.062
C -0.180 -0.140 -0.076
C 0.408 0.096 0.021
C -0.026 0.273 0.132
C 0.152 0.130 0.159
C -0.149 0.007 0.068
C -0.321 0.045 -0.053
C -0.160 -0.285 0.028
C -0.270 0.144 0.049
C 0.013 0.287 0.148
C 0.246 0.076 -0.002
H -0.048 -0.095 0.022
H 0.193 0.022 -0.001
H -0.132 -0.037 -0.073
H 0.048 -0.101 -0.179
H -0.064 0.061 -0.043
H -0.068 -0.055 0.015
H -0.013 -0.001 0.045
H 0.142 -0.034 0.061
H -0.084 0.054 -0.122
H 0.066 -0.055 -0.087
H -0.081 0.105 -0.038
H 0.052 0.036 0.004
H 0.007 -0.030 -0.030
H 0.069 -0.087 0.068
H 0.074 0.075 -0.013
H -0.022 0.141 0.105
H -0.056 0.069 -0.062
H -0.112 0.089 0.123
H 0.080 -0.129 0.073
H 0.164 0.112 0.137
H -0.097 -0.129 -0.056
H -0.134 -0.068 -0.077
H 0.042 0.013 -0.125
H -0.027 -0.135 -0.159

The spin multiplicity is 1. For the molar mass, the calculation gives 416.6 g mol⁻¹. Its total energy is -52855.692 eV. The HOMO-LUMO gap is 8.575 eV. The strongest force on any atom comes out at 1.21 eV/Å. The energy above the lowest of the compared OMol25 structures with the same formula, charge and spin comes out at 35.8 kJ/mol. As for the structure (SMILES): COc1ccc(-c2nnc(SCC(=O)NCc3cccs3)n2CC(C)C)cc1.

=====

No. 4
C20H24N4O3 | the ωB97M-V functional and the def2-TZVPD basis

Each line ends with the natural charge from an NBO analysis.
Geometry (Å):
O: -6.913 -2.578 0.004  -0.635
O: 2.562 -1.887 -0.918  -0.500
O: 5.421 -1.614 1.168  -0.633
N: -5.034 -1.392 0.670  -0.611
N: 4.789 -0.403 -0.655  -0.628
N: -1.945 2.447 0.665  -0.596
N: -6.334 -0.509 -0.864  -0.590
C: 5.337 1.707 -1.671  -0.612
C: -3.023 1.701 0.232  0.180
C: 5.283 1.468 0.828  -0.623
C: -6.187 -1.613 -0.058  0.760
C: 0.019 0.898 0.845  -0.069
C: -3.855 2.253 -0.754  -0.280
C: -4.472 -0.180 0.331  0.226
C: -3.333 0.453 0.781  -0.337
C: 7.104 0.356 -0.501  -0.620
C: 1.931 -0.570 1.046  -0.255
C: -4.994 1.612 -1.205  -0.207
C: -5.301 0.386 -0.650  0.058
C: 1.062 0.361 1.587  -0.199
C: 4.721 -1.441 0.192  0.657
C: -0.142 0.478 -0.469  -0.193
C: 0.715 -0.453 -1.020  -0.255
C: 5.634 0.780 -0.494  0.124
C: 3.635 -2.457 -0.204  -0.163
C: -0.894 1.920 1.493  -0.232
C: 1.760 -0.986 -0.269  0.281
H: -0.946 0.871 -1.072  0.223
H: 0.589 -0.786 -2.039  0.224
H: 7.287 -0.341 0.311  0.241
H: 5.485 0.794 1.655  0.236
H: 5.565 1.214 -2.614  0.210
H: 4.228 1.737 0.844  0.210
H: 3.295 -2.980 0.697  0.203
H: -0.288 2.769 1.830  0.216
H: 7.745 1.224 -0.373  0.207
H: 4.289 2.001 -1.672  0.211
H: 4.078 -3.192 -0.884  0.219
H: 2.734 -0.953 1.655  0.224
H: -5.617 2.058 -1.964  0.218
H: 1.204 0.678 2.610  0.210
H: 5.879 2.368 0.954  0.209
H: -2.705 -0.012 1.522  0.218
H: 4.132 -0.393 -1.421  0.411
H: 7.354 -0.129 -1.442  0.207
H: -1.345 1.478 2.389  0.203
H: -4.676 -2.045 1.345  0.423
H: 5.945 2.605 -1.599  0.221
H: -3.592 3.215 -1.170  0.207
H: -7.097 -0.392 -1.508  0.423
H: -1.662 3.177 0.029  0.382

Force components x, y, z for each atom (eV/Å):
O -0.222 -0.328 0.041
O -0.120 0.057 -0.178
O 0.176 -0.114 0.323
N 0.199 0.013 0.135
N -0.049 0.208 -0.426
N 0.411 0.425 -0.012
N -0.134 0.056 -0.134
C 0.018 -0.197 0.193
C -0.465 -0.091 -0.118
C 0.039 -0.118 -0.132
C -0.338 -0.333 -0.050
C 0.019 -0.003 0.122
C 0.185 0.033 0.051
C -0.097 0.514 -0.390
C 0.024 0.082 -0.047
C -0.165 0.022 0.045
C 0.200 -0.250 -0.085
C -0.025 -0.321 0.132
C 0.508 0.244 0.237
C -0.212 0.065 -0.158
C -0.479 -0.230 -0.380
C 0.047 0.027 0.062
C 0.266 -0.180 0.010
C 0.254 0.150 0.181
C 0.189 -0.179 0.255
C -0.029 -0.018 0.018
C -0.288 0.176 -0.006
H -0.079 0.042 -0.031
H -0.013 -0.050 -0.129
H 0.067 -0.030 0.044
H 0.010 -0.012 0.105
H 0.031 -0.043 -0.128
H -0.101 0.050 -0.007
H 0.080 0.136 -0.065
H -0.116 -0.107 0.036
H 0.098 0.129 -0.001
H -0.126 0.054 -0.011
H -0.036 0.076 0.131
H 0.105 -0.064 0.077
H -0.065 0.064 -0.086
H 0.039 0.029 0.139
H 0.081 0.135 0.014
H 0.126 -0.054 0.111
H -0.024 -0.073 0.124
H 0.039 -0.032 -0.116
H 0.074 0.093 0.006
H -0.139 -0.037 -0.082
H 0.056 0.083 0.011
H 0.016 0.122 -0.018
H 0.011 -0.160 0.107
H -0.044 -0.064 0.079

The spin multiplicity is 1. For the molar mass, the calculation gives 368.4 g mol⁻¹. Its total energy is -33234.425 eV. The HOMO-LUMO gap is 7.932 eV. The strongest force on any atom comes out at 0.65 eV/Å. The energy above the lowest of the compared OMol25 structures with the same formula, charge and spin comes out at 108.0 kJ/mol. As for the structure (SMILES): CC(C)(C)NC(=O)COc1ccc(CNc2ccc3[nH]c(=O)[nH]c3c2)cc1.